1.
Entry from the OMol25 dataset: a 10-piece molecular cluster, C18H56N4O10 overall in a non-equilibrium geometry (the ωB97M-V functional and the def2-TZVPD basis).

## Properties
**HOMO energy**: -9.4 eV
**Gap between HOMO and LUMO**: 9.41 eV
**Relative energy (zero: lowest compared OMol25 entry of this formula, charge and spin)**: 0.000 eV
**SMILES string**: NC(N)=O.NC(N)=O.CCO.CCO.CCO.CCO.CCO.CCO.CCO.CCO

The geometry in ORCA input format:
```
! RIJCOSX wB97M-V def2-TZVPD def2/J DEFGRID3
* xyz 0 1
C 10.114 2.306 15.211
C 9.362 1.765 16.363
O 8.293 0.819 15.881
H 10.822 1.590 14.821
H 10.742 3.145 15.556
H 9.469 2.605 14.403
H 8.813 2.580 16.814
H 9.959 1.365 17.165
H 8.467 -0.142 16.126
C 11.143 -3.526 18.847
C 10.215 -4.434 18.071
O 10.734 -5.776 18.129
H 10.810 -2.479 18.858
H 12.125 -3.500 18.365
H 11.285 -3.857 19.853
H 10.173 -4.182 17.000
H 9.194 -4.320 18.453
H 10.171 -6.344 17.602
C 5.485 2.871 17.100
C 5.480 2.772 15.574
O 5.788 1.414 15.198
H 5.280 3.910 17.412
H 6.415 2.518 17.559
H 4.642 2.308 17.480
H 6.199 3.459 15.087
H 4.472 2.931 15.207
H 6.709 1.208 15.466
C 8.877 1.581 20.089
C 10.077 0.628 19.942
O 9.762 -0.639 20.450
H 8.615 1.722 21.141
H 8.064 1.000 19.636
H 9.039 2.563 19.622
H 10.969 1.021 20.457
H 10.350 0.594 18.862
H 8.825 -0.927 20.297
C 0.808 -2.283 20.793
C 2.160 -2.469 21.368
O 2.936 -1.255 20.969
H 0.893 -1.912 19.748
H 0.145 -1.611 21.371
H 0.257 -3.229 20.711
H 2.601 -3.399 20.911
H 2.310 -2.507 22.460
H 3.279 -0.766 21.746
C 2.404 -1.178 14.137
C 3.671 -1.415 14.993
O 3.943 -0.342 15.874
H 2.269 -2.043 13.494
H 2.524 -0.263 13.591
H 1.548 -1.102 14.814
H 4.507 -1.634 14.344
H 3.433 -2.305 15.612
H 4.474 0.351 15.465
C 4.897 2.191 20.938
C 3.612 2.508 21.754
O 3.946 3.030 22.998
H 5.477 1.384 21.411
H 5.527 3.093 20.840
H 4.664 1.931 19.902
H 3.030 1.589 21.912
H 3.004 3.217 21.174
H 4.906 2.960 23.099
C 5.141 -2.309 18.316
C 6.040 -1.154 18.472
O 7.424 -1.539 18.763
H 5.243 -2.992 19.161
H 5.464 -2.830 17.409
H 4.071 -2.096 18.313
H 5.685 -0.556 19.300
H 6.019 -0.538 17.578
H 7.923 -1.706 17.957
C 7.948 -2.160 15.100
O 8.568 -1.759 16.067
N 7.395 -3.361 14.978
N 7.710 -1.437 13.994
H 7.345 -4.120 15.643
H 6.806 -3.448 14.185
H 7.878 -0.423 14.095
H 7.200 -1.860 13.241
C 1.865 1.829 18.002
O 1.493 2.460 18.959
N 1.594 2.172 16.777
N 2.477 0.624 18.077
H 2.029 1.572 16.061
H 1.450 3.171 16.545
H 2.519 0.232 19.007
H 2.671 0.099 17.233
*
```

Löwdin atomic charge list, values in e, 8 entries:
1. C -0.087
2. C -0.229
3. O -0.156
4. H 0.073
5. H 0.091
6. H 0.075
7. H 0.097
8. H 0.084

2.
Entry from the OMol25 dataset: a 13-piece molecular cluster, C5H42N5O13 overall in a non-equilibrium geometry (the ωB97M-V functional and the def2-TZVPD basis).

## Properties
**HOMO energy**: -12.3 eV
**Gap between HOMO and LUMO**: 9.62 eV

The geometry in ORCA input format:
```
! RIJCOSX wB97M-V def2-TZVPD def2/J DEFGRID3
* xyz 1 1
N -2.035 0.262 -0.556
C -0.936 0.355 -1.528
C 0.350 -0.388 -1.087
O 1.003 -0.876 -2.261
C 0.117 -1.611 -0.186
N 0.957 -1.530 1.074
C 0.175 -1.794 2.311
C -0.358 -0.518 3.036
N -0.092 0.754 2.387
N 0.189 -0.543 4.410
N -1.821 -0.622 3.155
H -2.783 0.835 -0.933
H -2.413 -0.681 -0.661
H -0.666 1.417 -1.595
H -1.216 0.076 -2.558
H 1.057 0.346 -0.657
H 0.952 -0.176 -2.909
H -0.922 -1.796 0.087
H 0.446 -2.487 -0.765
H 1.530 -0.676 1.102
H 1.622 -2.300 0.988
H -0.667 -2.474 2.157
H 0.849 -2.307 3.013
H 0.780 1.162 2.690
H -0.171 0.725 1.379
H 1.203 -0.531 4.310
H -0.078 0.336 4.842
H -2.069 0.131 3.785
H -2.000 -1.527 3.592
O -2.671 -2.793 -1.154
H -2.005 -3.486 -1.170
H -3.505 -3.268 -1.233
O 3.872 -0.141 0.793
H 4.145 -1.060 0.636
H 4.288 0.362 0.088
O -1.000 2.794 -3.683
H -0.681 3.275 -2.913
H -1.960 2.763 -3.562
O 4.288 -2.954 0.780
H 4.557 -3.666 0.195
H 4.655 -3.211 1.630
O -0.946 5.470 -3.350
H -1.033 6.314 -3.807
H -0.915 4.818 -4.064
O -4.927 -0.525 2.758
H -4.025 -0.629 3.084
H -5.295 0.185 3.290
O -2.572 -3.565 3.461
H -2.887 -3.335 2.578
H -2.209 -4.450 3.356
O -3.482 3.030 -5.029
H -3.293 2.792 -5.941
H -4.399 3.320 -5.046
O 1.475 5.380 -5.092
H 1.453 5.587 -4.152
H 2.344 4.993 -5.231
O 2.216 -1.817 6.931
H 1.873 -1.582 6.065
H 2.583 -2.696 6.811
O 5.853 -5.211 1.393
H 6.120 -5.924 0.806
H 6.217 -5.464 2.247
O -0.341 7.435 -6.672
H 0.352 6.764 -6.642
H -1.151 6.932 -6.784
*
```

Löwdin atomic charge list, values in e, 8 entries:
1. N 0.029
2. C -0.222
3. C -0.334
4. O -0.027
5. C -0.052
6. N 0.076
7. C -0.049
8. C -0.631

3.
Entry from the OMol25 dataset: C39H36EuF3I2N6O2S3 as an isolated structure in a non-equilibrium geometry (the ωB97M-V functional and the def2-TZVPD basis).

## Properties
**HOMO energy (alpha / beta)**: -9.1 / -11.2 eV
**Gap between HOMO and LUMO (alpha / beta)**: 6.79 / 8.84 eV
**Relative energy (zero: lowest compared OMol25 entry of this formula, charge and spin)**: 0.895 eV
**<S²>**: 15.7592

The geometry in ORCA input format:
```
! RIJCOSX wB97M-V def2-TZVPD def2/J DEFGRID3
* xyz 1 8
Eu 9.420 9.057 13.697
I 11.540 9.687 17.126
C 13.242 8.711 16.215
I 12.934 8.327 14.114
H 13.307 7.767 16.789
H 14.099 9.355 16.316
N 9.315 8.980 11.237
S 9.712 9.600 9.935
N 9.457 11.212 9.839
S 10.269 12.451 10.230
N 10.899 12.783 11.562
S 10.415 12.663 13.133
N 10.492 11.350 13.751
C 11.485 13.893 13.888
C 12.328 14.688 13.143
C 13.010 15.732 13.731
C 12.791 15.927 15.082
C 12.051 15.040 15.871
C 11.360 14.026 15.261
C 8.821 13.571 13.177
C 8.651 14.921 13.479
C 7.359 15.415 13.422
C 6.299 14.583 13.007
C 6.533 13.245 12.757
C 7.824 12.762 12.782
C 9.208 13.784 9.776
C 9.855 14.959 9.471
C 9.178 16.056 8.951
C 7.797 15.965 8.841
C 7.139 14.821 9.263
C 7.825 13.674 9.683
C 11.607 12.774 9.101
C 11.260 13.145 7.791
C 12.247 13.588 6.945
C 13.588 13.660 7.410
C 13.886 13.300 8.721
C 12.900 12.829 9.569
C 8.855 9.088 8.480
C 8.536 9.911 7.415
C 8.050 9.302 6.263
C 7.759 7.960 6.195
C 7.998 7.177 7.320
C 8.558 7.738 8.458
C 11.449 9.417 9.459
C 12.033 9.175 8.246
C 13.418 9.090 8.190
C 14.187 9.226 9.359
C 13.573 9.511 10.564
C 12.180 9.578 10.623
H 12.445 14.510 12.097
H 13.707 16.311 13.172
H 13.298 16.757 15.564
H 12.080 15.165 16.946
H 10.773 13.300 15.801
H 9.521 15.549 13.715
H 7.230 16.489 13.659
H 5.287 15.009 12.940
H 5.727 12.598 12.524
H 8.086 11.714 12.584
H 10.940 15.059 9.591
H 9.721 16.921 8.699
H 7.244 16.823 8.473
H 6.059 14.817 9.245
H 7.234 12.817 9.926
H 10.266 13.205 7.458
H 12.022 13.902 5.919
H 14.396 13.979 6.729
H 14.934 13.372 8.996
H 13.167 12.588 10.592
H 8.702 10.956 7.497
H 7.822 9.929 5.400
H 7.403 7.542 5.255
H 7.795 6.133 7.298
H 8.701 7.115 9.355
H 11.451 9.046 7.365
H 13.931 8.891 7.278
H 15.271 9.123 9.317
H 14.123 9.685 11.497
H 11.675 9.866 11.549
N 10.130 5.858 14.683
N 8.988 6.252 13.852
H 10.121 4.866 14.920
H 10.080 6.327 15.580
H 8.082 6.102 14.333
H 9.093 5.739 13.012
F 5.027 11.232 16.212
C 6.269 10.760 16.451
F 6.139 9.918 17.495
F 7.067 11.811 16.758
C 7.022 10.030 15.289
O 6.849 10.259 14.087
O 7.941 9.257 15.738
*
```

Löwdin atomic charge list, values in e, 8 entries:
1. Eu 1.386
2. I 0.698
3. C -1.099
4. I 0.752
5. H -0.027
6. H -0.045
7. N -0.432
8. S 0.746